Here is a single C2H4ClNO molecule in a non-equilibrium geometry from the Open Molecules 2025 dataset. Energies are from wB97M-V/def2-TZVPD.

Output
Kohn-Sham gap   10.404 eV
Lowest unoccupied orbital energy   0.0268 Ha
Energy relative to the best compared isomer or geometry (same formula, charge and spin)   46.0 kcal/mol
SMILES   [H]/N=C(\Cl)CO
Energy   -18197.0916 eV

CARTESIAN COORDINATES (ANGSTROEM)
H: -0.9356 -2.4580 0.3771
N: -0.3974 -1.6548 0.1038
C: -0.7352 -0.5047 0.2412
Cl: -2.2053 -0.0685 1.0952
C: 0.3767 0.8583 -0.1889
O: 1.2201 0.4644 -1.1311
H: 0.9089 1.2411 0.6370
H: -0.3483 1.6943 -0.3003
H: 2.1162 0.4279 -0.8340